Record 1
23
Properties=species:S:1:pos:R:3 method="wB97M-V/def2-TZVPD" lumo_ha=0.0059 smiles="C=C(C)C(C)=O.C=CC" e_homo_ev=-9.168 orbital_gap_ev=9.328 total_energy_ev=-10568.079
C 1.24 -1.01 -1.57
C 1.29 -0.46 -0.35
C 2.27 -0.98 0.67
C 0.66 0.90 0.04
C 0.20 1.72 -1.15
O 1.19 1.51 0.97
H 0.63 -0.61 -2.36
H 1.73 -1.96 -1.76
H 2.53 -2.02 0.50
H 1.86 -0.86 1.68
H 3.17 -0.37 0.66
H -0.07 2.73 -0.84
H 0.98 1.77 -1.91
H -0.67 1.27 -1.61
C -1.90 -0.62 -0.56
C -1.47 -0.55 0.72
C -1.98 0.40 1.76
H -1.88 -1.51 -1.17
H -2.46 0.21 -0.97
H -1.11 -1.49 1.14
H -2.69 -0.10 2.42
H -1.13 0.71 2.37
H -2.40 1.30 1.32



Record 2
6
Properties=species:S:1:pos:R:3 method="wB97M-V/def2-TZVPD" lumo_ha="-0.0745 / -0.0424" e_homo_ev="-8.857 / -9.822" orbital_gap_ev="6.829 / 8.670" total_energy_ev=-50808.348
O 0.96 -0.10 1.27
O -1.22 1.21 0.07
S 1.38 1.03 0.45
S -2.66 0.98 -0.17
Cl 2.62 0.44 -1.04
Cl -3.33 -0.73 0.88



Record 3
16
Properties=species:S:1:pos:R:3 method="wB97M-V/def2-TZVPD" lumo_ha=0.0212 smiles="CC(C)CON=O" e_homo_ev=-10.229 orbital_gap_ev=10.806 total_energy_ev=-9875.998
C -1.84 1.27 -0.35
C -1.57 0.02 0.43
C -1.82 -1.24 -0.45
C -0.12 -0.05 0.85
O 0.87 0.06 -0.26
N 2.10 -0.09 0.30
O 2.98 0.06 -0.45
H -2.91 1.41 -0.68
H -1.19 1.22 -1.18
H -1.50 2.15 0.23
H -2.23 -0.10 1.28
H -1.55 -2.12 0.12
H -2.83 -1.41 -0.75
H -1.24 -1.16 -1.39
H -0.01 -1.00 1.40
H 0.10 0.69 1.65



Record 4
64
Properties=species:S:1:pos:R:3 method="wB97M-V/def2-TZVPD" lumo_ha=-0.0811 charge=+1 smiles="COc1cc(OC)c(OC)cc1C[NH+]1CCN(C(=O)COc2ccc3ccccc3c2)CC1" e_homo_ev=-9.964 orbital_gap_ev=7.757 total_energy_ev=-40676.100
C 0.91 1.40 3.31
O 1.61 0.66 2.32
C 2.87 1.08 1.95
C 3.45 2.27 2.36
C 4.72 2.67 1.94
O 5.30 3.82 2.34
C 4.64 4.66 3.26
C 5.43 1.83 1.04
O 6.64 2.04 0.50
C 7.45 3.15 0.85
C 4.82 0.65 0.63
C 3.57 0.25 1.07
C 2.98 -1.07 0.65
N 1.61 -0.88 0.12
C 0.87 -2.14 -0.07
C -0.57 -1.84 -0.50
N -0.57 -1.04 -1.69
C -0.96 -1.42 -2.95
O -0.70 -0.73 -3.91
C -1.73 -2.73 -3.09
O -2.63 -3.03 -2.06
C -3.81 -2.31 -1.97
C -4.07 -1.15 -2.73
C -5.26 -0.49 -2.57
C -6.23 -0.94 -1.66
C -7.47 -0.28 -1.49
C -8.39 -0.75 -0.60
C -8.12 -1.90 0.16
C -6.93 -2.56 0.02
C -5.96 -2.10 -0.89
C -4.73 -2.77 -1.07
C 0.15 0.20 -1.54
C 1.60 -0.09 -1.13
H 0.65 2.40 2.95
H -0.01 0.84 3.50
H 1.49 1.47 4.23
H 2.91 2.92 3.04
H 4.46 4.14 4.21
H 3.70 5.05 2.86
H 5.33 5.49 3.43
H 6.98 4.10 0.57
H 7.68 3.16 1.92
H 8.37 3.02 0.29
H 5.39 0.02 -0.04
H 3.61 -1.54 -0.11
H 2.92 -1.74 1.51
H 1.14 -0.32 0.86
H 0.87 -2.71 0.86
H 1.38 -2.73 -0.84
H -1.12 -2.77 -0.66
H -1.09 -1.29 0.30
H -1.01 -3.56 -3.10
H -2.22 -2.71 -4.07
H -3.35 -0.78 -3.44
H -5.46 0.39 -3.16
H -7.67 0.60 -2.08
H -9.34 -0.24 -0.47
H -8.86 -2.26 0.86
H -6.72 -3.45 0.60
H -4.52 -3.66 -0.50
H 0.13 0.72 -2.50
H -0.34 0.82 -0.78
H 2.15 0.84 -0.97
H 2.09 -0.67 -1.91



Record 5
8
Properties=species:S:1:pos:R:3 method="wB97M-V/def2-TZVPD" lumo_ha=-0.0004 e_homo_ev=-9.043 orbital_gap_ev=9.032 total_energy_ev=-6342.335
C -1.24 -0.47 -0.42
C 0.59 1.15 -0.12
N -0.47 0.50 -0.30
F -2.54 -0.17 -0.49
H 0.63 -1.69 0.61
H 0.78 1.56 0.83
H 1.31 1.48 -0.81
H 0.94 -2.37 0.69



Record 6
70
Properties=species:S:1:pos:R:3 method="wB97M-V/def2-TZVPD" lumo_ha=-0.0235 e_homo_ev=-8.490 orbital_gap_ev=7.849 total_energy_ev=-137157.634
Ga 0.21 2.44 -0.05
O 0.51 5.04 2.85
C 0.39 4.41 1.83
O 0.67 3.13 1.71
C -0.12 5.07 0.50
O -0.40 6.23 0.46
O -0.19 4.23 -0.51
C 1.04 -4.12 -4.73
C 0.76 -2.70 -4.33
C 1.28 -2.18 -3.14
C 1.00 -0.88 -2.74
C 0.19 -0.08 -3.54
C -0.34 -0.58 -4.72
C -0.04 -1.88 -5.11
S -0.18 1.58 -3.07
O 1.07 2.29 -2.97
O -1.20 2.03 -3.97
N -0.72 1.47 -1.54
C -2.04 1.05 -1.31
C -2.85 0.35 -2.18
C -4.16 -0.03 -1.80
C -4.67 0.25 -0.57
C -3.86 0.95 0.35
C -4.28 1.30 1.66
C -3.44 1.97 2.50
C -2.15 2.30 2.04
N -1.73 2.00 0.84
C -2.56 1.34 -0.02
H 2.01 -4.45 -4.35
H 1.05 -4.22 -5.82
H 0.28 -4.79 -4.34
H 1.92 -2.80 -2.52
H 1.41 -0.49 -1.82
H -0.97 0.06 -5.33
H -0.45 -2.26 -6.04
H -2.51 0.12 -3.17
H -4.76 -0.57 -2.52
H -5.67 -0.04 -0.29
H -5.28 1.02 1.98
H -3.74 2.24 3.50
H -1.45 2.81 2.69
S 2.34 -3.39 2.66
C 1.74 -1.87 1.95
C 2.36 -0.66 2.25
C 1.88 0.50 1.67
N 0.84 0.50 0.82
C 0.25 -0.66 0.54
C 0.67 -1.86 1.07
C 1.19 -3.51 4.02
C -0.02 -4.18 3.88
C -0.87 -4.24 4.97
N -0.61 -3.68 6.15
C 0.56 -3.05 6.27
C 1.49 -2.93 5.25
H 3.20 -0.62 2.93
H 2.31 1.47 1.89
H -0.58 -0.62 -0.16
H 0.16 -2.78 0.80
H -0.28 -4.66 2.95
H -1.82 -4.76 4.89
H 0.76 -2.60 7.24
H 2.42 -2.41 5.40
S 4.48 4.01 -0.78
C 4.38 2.53 -1.63
C 3.20 1.93 -1.36
N 2.38 2.61 -0.48
C 2.95 3.73 -0.11
H 5.17 2.19 -2.28
H 2.88 0.99 -1.78
H 2.52 4.43 0.59



Record 7
51
Properties=species:S:1:pos:R:3 method="wB97M-V/def2-TZVPD" lumo_ha="-0.2728 / -0.3570" charge=+2 s_squared=6.0611 spin_multiplicity=5 e_homo_ev="-14.011 / -14.959" orbital_gap_ev="6.586 / 5.245" total_energy_ev=-44669.918
Ru 1.47 0.18 -0.12
C 0.05 5.62 -0.67
C 0.70 4.82 0.30
C 0.86 3.49 0.09
C 0.37 2.88 -1.11
C -0.31 3.70 -2.08
C -0.45 5.04 -1.85
N 0.56 1.56 -1.30
N 0.02 1.09 -2.49
C 0.27 -0.19 -2.70
C -0.18 -0.82 -3.88
C 0.12 -2.14 -4.09
C 0.87 -2.84 -3.14
C 1.28 -2.18 -1.98
N 0.99 -0.90 -1.76
H -0.07 6.68 -0.50
H 1.08 5.28 1.20
H 1.37 2.88 0.83
H -0.69 3.24 -2.98
H -0.95 5.66 -2.58
H -0.75 -0.23 -4.59
H -0.21 -2.64 -4.99
H 1.13 -3.87 -3.27
H 1.87 -2.68 -1.22
O 2.95 1.16 0.93
N 3.69 0.14 1.03
O 3.08 -0.87 0.57
C -3.60 -0.47 -1.17
C -3.35 0.69 -0.44
C -2.26 0.74 0.41
C -1.41 -0.37 0.55
C -1.68 -1.53 -0.20
C -2.77 -1.58 -1.05
Si -0.09 -0.25 1.81
C 0.51 -1.59 2.88
C 0.66 -2.91 2.45
C 1.05 -3.89 3.34
C 1.30 -3.56 4.67
C 1.16 -2.26 5.11
C 0.77 -1.27 4.22
H -4.46 -0.51 -1.83
H -4.02 1.54 -0.52
H -2.07 1.65 0.97
H -1.06 -2.41 -0.09
H -2.99 -2.48 -1.61
H -0.02 1.11 2.39
H 0.46 -3.19 1.42
H 1.17 -4.92 3.00
H 1.60 -4.33 5.36
H 1.35 -2.01 6.14
H 0.67 -0.25 4.57



Record 8
18
Properties=species:S:1:pos:R:3 method="wB97M-V/def2-TZVPD" lumo_ha=0.0332 smiles=CCO.CCO e_homo_ev=-10.018 orbital_gap_ev=10.921 total_energy_ev=-8436.845
C 1.99 1.10 -0.66
C 1.02 0.49 -1.67
O -0.11 1.35 -1.90
H 1.83 0.76 0.36
H 1.96 2.19 -0.68
H 3.00 0.74 -0.88
H 0.60 -0.43 -1.25
H 1.47 0.15 -2.61
H 0.20 2.26 -1.83
C -1.71 -1.61 1.92
C -0.98 -0.86 0.83
O -1.39 0.54 0.90
H -2.79 -1.58 1.85
H -1.41 -1.30 2.92
H -1.40 -2.66 1.80
H -1.32 -1.16 -0.16
H 0.10 -0.93 0.97
H -1.07 0.97 0.09